Here is a structure of composition C3H3NaO2 from OMol25. Energies are from ωB97M-V/def2-TZVPD.

Last column: Löwdin charge in e.
Cartesian coordinates (Å):
O  -1.1319  0.7909  0.2675  0.065
Na  1.7414  -2.3927  -0.9743  0.880
O  0.3092  -0.7582  -0.5358  0.024
C  -0.6746  -0.4408  0.0681  -0.310
C  -2.4938  0.5945  -0.0664  -0.041
C  -2.4878  -0.7468  -0.5293  0.040
H  -3.1870  1.0864  0.6129  0.132
H  -2.4108  -0.9511  -1.6023  0.108
H  -2.9949  -1.5070  0.0725  0.102

Its charge is +1. The expectation value of S² is 0.766. As for the spin multiplicity: 2. The LUMO energy (spin up / spin down) comes out at -4.555 / -4.606 eV. The value obtained for the HOMO energy (spin up / spin down) is -12.51 / -13.78 eV. The total energy is -428.55586 Eh.